[1]
Computed, not measured: a molecular structure, C35H93AsF8N8NiO13S2, with ωB97M-V/def2-TZVPD.

Geometry as XYZ:
```
161
Properties=species:S:1:pos:R:3:forces:R:3
As -1.147 0.805 2.285 -0.321 -0.083 1.322
Ni -5.964 -2.273 0.251 0.011 -0.258 -0.087
S -9.955 0.614 -0.037 -1.657 -3.552 4.206
S -8.283 1.792 -0.982 4.609 5.989 -4.002
F -0.107 -0.452 1.576 -0.469 0.783 0.419
F -6.847 1.604 -1.554 2.343 0.275 -1.072
F 0.267 1.543 3.163 -1.169 -0.915 -0.797
F -9.927 -0.782 0.758 -0.412 -0.847 -0.453
F -1.423 -0.289 3.704 0.194 1.113 -1.341
F -0.764 1.863 0.933 -0.532 -0.671 0.491
F -2.185 2.079 3.029 0.910 -1.570 -0.966
F -2.569 0.010 1.450 1.510 1.172 0.832
O -10.249 1.453 1.108 0.573 0.221 -1.789
O -2.897 4.480 -5.677 -0.251 0.467 -0.540
O -8.062 2.916 -0.083 -1.225 -1.274 -0.865
O -6.163 -2.563 3.724 0.008 -1.850 0.097
O -7.436 -4.321 -2.134 0.110 -0.429 -1.244
O -10.948 0.467 -1.056 0.955 -0.116 0.260
O -0.244 -5.452 -1.978 -0.340 -0.607 -0.881
O -3.929 4.902 9.696 -0.401 -0.862 -0.751
O -9.027 1.987 -2.227 0.028 0.146 1.966
O 2.865 4.648 6.323 0.207 0.578 -0.140
O 9.165 1.144 -0.658 -1.566 0.795 -0.872
O 6.172 -4.042 4.732 -0.568 -0.389 0.065
O 0.872 8.282 -4.538 0.669 0.519 -0.949
N 2.606 -4.112 6.025 -0.844 -1.473 0.351
N 8.198 1.595 -1.578 -0.292 0.832 3.094
N -0.112 -5.494 1.128 0.125 0.552 -0.878
N -5.004 -3.078 -2.840 0.246 0.351 0.969
N -0.524 7.327 -1.974 0.294 1.242 -0.675
N -5.171 -4.785 2.361 1.168 -0.073 -1.612
N -8.252 0.389 -0.416 -4.945 -1.230 1.772
N -1.706 1.857 -4.913 -0.471 0.868 -0.252
C -3.665 5.455 -6.379 -0.927 0.290 1.246
C 0.613 -6.406 0.210 -1.202 -1.210 1.022
C 0.764 -7.779 0.978 0.287 0.911 -0.437
C -6.275 -1.449 4.542 0.569 1.166 0.229
C -8.297 -5.346 -1.650 0.232 0.509 -0.495
C -5.817 -3.711 4.512 0.306 -1.077 -1.527
C -5.079 -3.813 -5.049 -0.516 -1.024 -1.078
C 0.976 -5.123 -2.686 0.049 0.469 1.964
C 1.566 7.950 -3.353 -1.460 0.114 0.566
C 1.610 7.900 -5.706 -0.822 -1.043 0.160
C 4.041 4.157 6.927 -0.122 -0.364 0.518
C 7.295 -0.682 -2.013 0.490 -0.030 0.410
C 6.107 1.308 -2.739 -1.584 0.188 -0.197
C -2.426 3.507 -6.566 0.191 -0.252 -0.968
C 7.366 -4.830 4.883 -1.173 0.253 -0.333
C 6.252 0.930 -0.207 -0.438 -0.641 0.013
C 1.363 8.034 -0.843 1.395 0.000 1.449
C 7.796 3.760 -0.158 -0.362 -0.530 0.122
C -5.543 -6.355 4.287 -0.242 1.188 0.599
C 9.412 3.592 -2.070 1.438 0.655 0.097
C -2.858 4.001 9.269 -0.358 1.671 1.103
C 3.837 -3.589 5.498 -0.143 2.416 -0.816
C 7.026 3.558 -2.636 1.498 0.521 -0.267
C 6.951 0.816 -1.588 0.817 -2.266 -1.122
C 0.644 8.247 -2.122 -0.679 -1.412 -0.403
C 3.857 -2.078 5.996 2.367 -0.597 0.212
C -5.951 -3.440 -3.855 -1.309 -1.410 -1.296
C -6.818 -4.695 -3.415 0.967 2.259 2.002
C -0.612 1.772 -7.052 -0.041 0.705 -0.060
C -0.156 -6.635 -1.155 2.100 0.701 0.630
C 8.063 3.094 -1.550 0.683 0.857 -1.512
C -5.896 -5.019 3.585 -0.347 0.607 1.040
C 5.080 -4.534 5.543 -0.046 0.865 0.062
C 5.767 2.792 -2.754 -0.187 -0.309 0.623
C -1.247 2.733 -6.006 0.002 -1.160 -0.680
H 7.814 -0.740 -2.970 0.086 0.550 -0.113
H 10.221 3.502 -1.344 -0.156 -0.131 0.254
H 1.783 7.029 -0.795 -0.005 -0.264 -0.083
H 3.668 -3.516 4.423 -0.053 -0.043 -0.241
H 5.135 3.058 -1.907 -0.385 -0.158 -0.136
H -4.812 -3.589 4.916 0.356 0.057 -0.100
H -7.555 -5.040 -4.141 0.050 0.111 -0.050
H -1.118 -7.127 -1.012 -0.203 0.615 0.040
H 1.914 -3.389 5.895 -0.256 -0.137 -0.475
H -4.332 -3.059 -5.294 -0.373 0.259 -0.188
H 5.278 3.079 -3.685 -0.239 -0.154 0.168
H 0.718 8.121 0.032 -0.278 0.035 -0.256
H -4.540 5.062 -6.897 -0.007 -0.611 -0.017
H -6.129 -6.368 5.206 -0.073 -0.338 0.116
H 5.186 0.743 -2.600 -0.174 -0.051 -0.239
H -2.124 4.181 10.054 0.885 -0.290 -0.669
H 2.914 -1.559 6.168 -0.308 -0.686 -0.302
H 1.411 6.860 -5.965 -0.263 -0.548 0.342
H -3.017 2.924 9.204 -0.827 0.057 0.103
H 7.415 4.760 -0.367 0.254 0.020 -0.165
H 0.959 -8.645 0.346 -0.090 0.099 -0.196
H -8.628 -5.036 -0.659 0.090 -0.259 -0.018
H 7.925 -1.266 -1.342 -0.032 0.415 0.485
H -4.169 -4.873 2.453 0.840 1.409 1.331
H 8.683 3.847 0.469 0.076 -0.172 -0.260
H 6.887 4.633 -2.524 -0.201 -0.026 0.496
H 4.445 -1.406 5.370 0.134 -0.136 -0.243
H -3.207 2.830 -6.914 -0.416 -0.346 0.435
H 9.412 4.649 -2.336 -0.542 0.139 0.296
H -7.771 -6.301 -1.663 0.043 -0.198 0.405
H -4.499 -6.398 4.596 0.131 0.014 -0.187
H 1.750 6.878 -3.427 0.397 -0.286 0.539
H 3.701 3.415 7.650 0.634 -0.566 -0.030
H -5.636 -4.154 -5.922 -0.228 0.655 -0.340
H -1.309 0.998 -7.371 -0.053 -0.122 0.456
H -2.612 4.394 8.282 0.479 -0.223 0.232
H 0.240 -5.489 2.075 0.200 -0.814 0.288
H 5.590 0.069 -0.106 0.119 -0.286 -0.269
H -2.164 4.029 -7.486 0.708 0.008 -0.258
H 0.276 9.273 -2.152 -0.075 -0.002 -0.369
H 4.601 4.876 7.526 -0.446 0.594 -0.278
H -4.058 4.900 10.647 0.221 -0.350 -0.022
H 2.204 8.694 -0.630 0.100 0.267 -0.368
H 7.955 -4.683 3.978 0.348 0.564 0.389
H -0.117 -7.970 1.592 -0.177 0.046 -0.230
H -6.321 -0.575 3.893 -0.416 0.011 0.140
H 6.507 0.976 -3.696 0.256 0.127 0.048
H 1.615 -4.828 -1.853 0.928 -0.157 -0.329
H 1.601 -7.712 1.673 0.070 0.075 0.021
H 9.903 0.748 -1.126 0.334 -0.298 -0.540
H -4.503 -4.722 -4.873 0.201 -0.152 0.691
H -6.465 -3.815 5.383 -0.413 -0.064 -0.075
H 9.807 3.149 -2.984 -0.524 -0.559 -0.093
H 0.929 -4.214 -3.286 -0.970 -0.121 -0.025
H 2.692 7.889 -5.579 0.108 0.852 0.030
H -6.581 -2.587 -4.108 -0.228 -0.110 0.155
H 0.284 1.339 -6.605 -0.106 -0.313 0.030
H 6.427 -1.320 -2.180 -0.434 0.545 0.298
H -2.211 2.459 -4.278 -0.177 -0.199 0.463
H -0.532 3.499 -5.706 0.377 -0.014 0.197
H 5.494 -4.717 6.535 -0.285 -0.015 0.377
H -5.797 -7.236 3.698 0.012 0.172 -0.137
H 2.493 8.515 -3.254 0.269 0.074 -0.124
H 7.013 3.297 0.443 0.108 -0.199 -0.227
H -5.095 -5.612 1.786 -1.789 -0.725 -0.550
H -3.168 6.092 -7.111 0.814 -0.233 0.082
H 7.819 -4.553 5.835 0.538 -0.097 -0.195
H 4.734 3.784 6.173 0.084 -0.410 0.098
H 1.590 -5.954 0.038 0.246 -0.444 -0.477
H 4.707 -5.466 5.116 0.075 -0.279 0.113
H 2.460 3.863 5.948 -0.380 0.157 -0.192
H 7.538 3.545 -3.599 0.247 -0.447 -0.128
H 1.454 -5.887 -3.299 -0.395 -0.502 0.182
H -0.282 2.222 -7.988 0.027 0.539 0.092
H -5.367 -1.313 5.130 0.227 -0.028 0.201
H -4.262 -3.703 -3.120 0.805 -0.203 1.137
H 6.926 0.858 0.647 0.074 0.319 -0.191
H 0.217 -4.581 0.846 -0.677 0.645 -0.265
H 4.387 -2.090 6.948 -0.041 0.195 0.341
H -4.646 -2.198 -3.181 0.207 0.564 0.439
H -1.109 7.328 -2.797 0.013 -0.244 -0.079
H 2.574 -4.207 7.030 0.625 -0.233 0.315
H -6.952 -5.069 3.317 -0.105 -0.048 -0.125
H -7.109 -1.510 5.241 -0.303 0.043 -0.119
H 0.494 -7.359 -1.648 -0.031 -0.241 -0.409
H -9.166 -5.451 -2.299 -0.221 0.033 -0.042
H 5.547 1.759 -0.142 0.506 0.303 -0.005
H -6.064 -5.440 -3.160 -0.139 -0.617 -0.301
H -4.073 6.089 -5.592 0.084 0.186 -0.104
H 1.237 8.392 -6.605 0.302 0.749 0.384
H 7.176 -5.903 4.856 -0.387 -0.189 0.335
H -0.973 1.396 -4.394 0.249 0.180 -0.096
H -0.238 6.392 -1.722 0.017 -0.068 -0.169
```
Positions in Å, forces in eV/Å.

Net charge = 0
Multiplicity = 3
LUMO level (spin up / spin down) = -1.66 / -5.94 eV
E_HOMO (spin up / spin down) = -7.874 / -7.873 eV
Energy above the lowest of the compared OMol25 structures with the same formula, charge and spin = 108.24 kJ/mol


[2]
Computed, not measured: 14 unconnected molecules or ions with the total composition C35H99O31P5S8, with ωB97M-V/def2-TZVPD.

Geometry as XYZ:
```
178
Properties=species:S:1:pos:R:3:forces:R:3
S 6.398 -0.799 2.687 -0.583 0.575 0.310
S -6.361 2.150 3.329 1.804 -1.086 0.417
S 1.321 -4.072 -4.529 -0.300 1.174 -0.138
S -5.716 2.985 -0.685 -2.083 -0.670 -0.987
S 0.306 4.076 -2.728 -0.283 0.215 0.307
S 4.447 -3.077 -1.024 -0.239 0.623 -0.472
S 3.235 4.144 2.907 0.887 0.795 1.867
S -1.753 -1.398 5.572 2.375 0.106 -0.118
P 0.043 0.636 0.909 1.106 1.017 1.129
P -2.605 0.189 -3.980 0.768 -2.611 2.050
P -4.772 -3.042 0.493 0.731 1.015 -0.858
P 4.485 1.079 -4.290 0.930 1.425 2.603
P 1.301 -4.403 1.928 -0.511 -0.841 1.854
O 0.556 2.007 1.192 -0.251 -1.228 -0.342
O 2.205 4.766 2.051 -0.600 -0.074 -0.653
O -1.243 -0.321 -3.646 -1.197 0.761 -0.378
O 0.621 -5.236 3.162 1.090 1.036 0.379
O 5.743 1.125 -3.277 -3.911 0.076 0.973
O 4.445 -0.111 -5.117 -0.622 -1.013 -0.548
O -3.237 -0.706 -5.134 -0.873 1.033 -0.934
O 0.409 0.209 -0.562 0.207 -0.980 -0.340
O 1.601 -5.659 1.007 1.280 0.946 0.610
O 0.843 3.421 -3.972 0.068 -0.027 0.453
O -4.414 -1.760 1.116 -0.315 0.397 -0.424
O -1.464 -2.085 6.844 -0.554 -0.695 0.617
O -5.846 -3.787 1.311 -0.845 -1.747 -0.058
O -4.429 2.984 0.000 2.116 -0.115 0.861
O 5.639 -3.082 -0.162 1.150 -0.220 1.358
O -3.689 0.063 -2.810 0.240 -0.114 -0.428
O -2.750 1.670 -4.377 0.073 1.392 -0.218
O -1.507 0.495 0.945 -0.880 -0.858 0.596
O 0.426 -3.338 1.439 0.315 -0.109 -0.353
O -5.447 -3.057 -0.964 0.743 0.133 0.708
O 4.752 2.428 -5.052 0.441 0.097 0.860
O -3.496 -3.947 0.368 -0.346 -0.765 0.773
O -0.760 4.875 5.207 -0.731 0.594 -1.068
O -1.728 3.317 3.947 0.341 -0.030 -0.975
O -2.252 3.411 6.102 0.472 0.398 -0.192
O 1.599 -3.746 -3.089 0.373 -0.516 0.012
O 3.275 1.406 -3.284 1.102 0.743 -1.272
O 2.697 -3.809 2.433 -0.595 -0.798 0.039
O -7.171 2.643 2.217 -1.277 0.977 -1.199
O 5.030 -0.143 2.584 1.186 -0.568 -0.355
O 0.539 -0.475 1.968 -1.845 0.733 -0.922
C 4.443 -4.565 -1.962 1.316 -1.242 0.264
C 0.388 -1.174 -1.001 0.419 -0.991 -1.020
C 2.496 2.910 3.982 -0.713 -1.482 -0.474
C 0.800 -6.033 -0.077 -1.709 0.256 -0.443
C 2.873 -3.860 -5.444 0.238 -0.931 -1.367
C -1.905 4.573 1.807 -1.293 -1.213 0.254
C -3.362 -0.790 5.395 -1.999 0.270 0.869
C 7.449 -0.467 1.208 0.347 -0.479 0.729
C -0.655 5.350 3.823 0.236 0.513 -0.072
C -4.780 3.020 3.275 0.136 -1.978 -1.755
C -1.026 4.127 2.957 -1.363 2.003 1.450
C 1.533 4.108 -1.412 0.023 0.705 0.589
C -4.314 -0.114 -5.985 2.664 -1.927 -1.416
C -3.441 0.173 -1.352 -0.113 -0.308 -1.516
C -0.705 2.840 -1.854 0.119 -0.286 -2.925
C -2.177 -3.341 0.330 -0.619 -1.505 -1.098
C 7.254 0.383 3.767 -0.249 -0.676 1.179
C -6.462 4.505 -0.188 -1.260 -0.854 0.429
C 3.927 -4.571 2.482 -0.088 0.047 -1.945
C 0.600 -2.525 -5.092 -0.881 0.058 -1.367
C -5.385 3.447 -2.399 0.035 -2.436 0.854
C -1.637 3.860 5.173 -0.324 -0.938 0.559
C 3.829 2.725 -6.058 -1.177 -0.987 -1.081
C 4.298 3.101 1.935 0.743 1.257 -0.793
C 0.313 -4.501 4.400 0.952 0.262 -0.312
C 7.009 1.310 -3.703 1.986 -0.910 -2.540
C -4.692 -3.386 -2.156 -1.243 1.164 -1.218
C 1.897 -0.757 2.094 0.686 -1.706 1.384
C -5.836 0.481 2.722 0.901 1.108 0.128
C -2.235 0.149 2.168 -0.525 1.188 -0.905
C 2.215 0.498 -3.072 1.750 -2.552 0.530
C -0.887 0.158 5.786 0.978 0.378 -0.539
C 4.951 -1.978 -2.352 -0.912 -1.081 -0.894
C -1.886 2.345 -5.317 0.709 0.213 -0.369
C -5.734 -3.884 2.723 -0.339 0.813 0.336
H -0.189 1.916 -2.197 -0.615 0.295 0.692
H -6.530 -4.478 3.138 -0.350 -0.388 -0.327
H 5.142 3.748 1.536 -1.282 -0.514 0.172
H -0.101 3.779 2.641 1.298 -1.921 -0.663
H -0.256 -2.282 -4.452 0.208 -0.166 -0.064
H 3.620 2.777 1.145 0.465 -0.675 -0.147
H -0.060 -1.355 -2.007 0.113 1.046 0.797
H -4.086 2.459 3.867 0.383 -0.337 0.590
H 0.219 -2.632 -6.153 0.501 0.108 1.097
H -1.591 -0.327 2.859 0.679 -0.541 0.618
H 0.228 -0.005 5.776 -1.206 -0.205 0.078
H -0.573 -3.947 4.202 -0.689 0.676 -0.017
H 6.982 0.309 4.837 0.198 -0.813 -0.490
H -6.870 4.299 0.794 -0.246 -0.035 0.170
H 1.320 -1.699 -5.027 -0.014 -0.364 0.012
H 4.596 -4.065 1.792 0.204 0.142 -0.013
H 4.808 2.367 2.544 -0.472 -0.626 -0.017
H 6.756 1.276 3.526 -0.229 1.499 -0.857
H -4.797 -4.263 3.086 0.621 -0.302 -0.240
H -4.131 -4.285 -2.022 0.425 -0.474 0.153
H 5.719 -2.477 -2.979 -0.343 0.373 0.470
H -0.625 3.053 -0.828 -0.211 -0.099 1.351
H 1.325 0.612 -3.635 -0.802 0.919 -0.456
H 4.033 -1.807 -2.963 0.889 0.341 0.372
H 3.601 -4.429 -2.619 -0.194 -0.386 -0.554
H -7.245 4.830 -0.857 -0.114 0.136 -0.240
H 1.826 3.101 -1.095 0.386 0.106 -0.502
H 2.132 -1.244 3.073 -0.607 0.501 -0.607
H -3.210 1.187 -1.163 0.662 0.971 0.418
H -1.797 -2.912 1.231 -0.345 0.309 0.658
H 1.223 -6.911 -0.522 0.490 -0.311 -0.298
H -3.090 -0.471 1.923 0.231 -0.181 -0.343
H -0.086 -1.843 -0.319 -0.628 -0.026 0.821
H 4.283 -5.408 -1.266 -0.278 0.422 -0.233
H -4.771 2.602 -2.771 -0.104 0.731 -0.052
H 3.410 -3.098 -4.898 0.320 0.293 0.050
H -5.486 -3.549 -2.935 0.847 0.053 0.722
H -1.356 6.183 3.554 0.472 -0.460 0.987
H -5.675 5.181 -0.064 1.235 1.331 -0.145
H 2.655 -0.464 -3.379 -0.729 -0.148 0.056
H 3.430 -4.843 -5.421 -0.536 1.157 -0.073
H 1.890 3.382 4.760 0.031 0.197 -0.293
H 7.134 0.648 -4.607 0.669 0.209 0.903
H -1.110 0.823 4.949 -0.103 0.138 0.148
H 1.890 2.127 3.439 0.467 1.014 0.257
H -1.251 5.270 1.279 -0.310 -0.212 -0.699
H -5.104 0.144 -5.381 -2.031 0.413 1.284
H -3.905 -0.182 6.137 0.856 -0.159 0.297
H 1.125 -3.794 4.745 -0.652 -0.848 -0.664
H -1.724 2.893 -2.284 0.482 -0.123 0.517
H 4.422 -4.606 3.427 -0.376 0.031 0.955
H 4.212 3.525 -6.642 0.210 0.847 -0.317
H 2.456 0.116 2.043 1.255 1.641 -0.201
H 0.690 -5.225 -0.828 0.125 -0.412 0.410
H 2.830 2.936 -5.658 0.225 0.200 0.062
H 2.069 0.388 -2.002 -0.295 0.521 -0.088
H -3.986 -1.662 5.226 -0.144 -0.167 -0.300
H 2.217 -1.476 1.368 0.171 -0.277 -0.678
H -4.394 2.993 2.219 -0.580 0.446 0.935
H 2.718 -3.514 -6.535 0.059 -0.669 1.802
H 7.216 2.300 -4.119 -0.047 0.271 0.622
H 1.012 4.490 -0.491 0.486 0.092 -0.935
H -2.616 1.086 2.568 0.101 0.168 0.222
H -1.559 -4.194 0.057 0.257 0.371 -0.027
H 7.849 -1.420 0.862 0.525 -0.080 0.602
H 2.344 4.804 -1.738 -0.466 -0.837 0.484
H -1.184 0.589 6.742 -0.066 0.028 -0.089
H -4.885 4.354 -2.287 0.960 1.574 -0.560
H -2.282 -2.664 -0.484 0.822 0.896 -0.491
H -2.759 5.157 2.226 0.491 -0.312 -0.326
H -5.863 -2.882 3.083 0.046 0.580 0.560
H -1.957 1.805 -6.274 0.076 0.307 0.131
H 7.644 1.020 -2.869 0.449 0.177 -0.309
H 1.393 -1.610 -1.070 0.136 0.638 0.095
H -6.321 3.462 -2.919 -0.489 0.324 -0.417
H -3.311 -0.195 4.513 -0.041 0.338 -0.939
H -4.999 0.083 3.315 -0.099 0.299 -0.459
H -0.188 -6.345 0.314 0.230 0.292 -0.323
H -4.557 -0.908 -6.752 0.140 0.950 1.053
H -0.782 2.365 -5.003 -1.789 0.171 -0.106
H -2.619 -0.503 -1.090 -0.490 0.166 0.189
H -4.910 3.955 3.721 -0.162 1.667 0.357
H 8.201 0.324 1.356 -0.417 -0.423 -0.103
H 0.383 5.677 3.691 -0.351 -0.075 -0.120
H -3.931 0.770 -6.492 0.010 -0.066 -0.023
H 3.755 -5.553 2.043 0.054 -0.187 0.432
H -5.670 0.429 1.601 -0.332 0.176 1.544
H 3.767 1.840 -6.708 -0.208 0.270 -0.095
H 3.301 2.369 4.480 0.198 0.146 0.003
H 5.455 -4.772 -2.425 -1.166 0.569 0.183
H 5.352 -1.129 -1.824 -0.113 0.544 -0.223
H -4.057 -2.538 -2.535 -0.504 -0.690 0.711
H -4.411 0.011 -0.887 0.276 -0.621 0.051
H 6.806 -0.288 0.398 -1.212 0.944 -0.924
H -2.391 3.711 1.199 1.288 1.541 0.697
H 0.100 -5.192 5.212 0.199 -0.326 -0.287
H -2.356 3.353 -5.423 0.810 -0.753 0.057
H -6.689 -0.008 3.113 -1.008 -1.234 -0.449
H 8.323 0.436 3.650 0.327 -0.072 -0.114
```
Positions in Å, forces in eV/Å.

Net charge = 0
LUMO level = 0.29 eV
E_HOMO = -8.429 eV


The evaluated E for the records listed, in turn: -8144.30930; -8617.82279 Eh.